(1)
Here is a molecular structure, C17H14N4OPdSe at a distorted geometry from the Open Molecules 2025 dataset. Energies are from wB97M-V/def2-TZVPD.

Calculated values
Molecular weight ... 475.71 g/mol
Lowest unoccupied orbital energy ... -0.537 eV
HOMO energy ... -7.39 eV
Kohn-Sham gap ... 6.86 eV

```
! wB97M-V def2-TZVPD RIJCOSX def2/J DEFGRID3
* xyz 0 1
Pd 0.6616 -0.0561 -0.1566
O 2.1907 2.5901 2.4823
C 1.5468 1.7711 1.8417
N 1.7083 1.4229 0.5613
C 2.7926 1.9143 -0.2617
C 3.0493 0.9399 -1.4011
C 4.0828 1.1097 -2.3112
C 4.2788 0.1641 -3.3001
C 3.4404 -0.9408 -3.3625
C 2.4173 -1.0469 -2.4446
N 2.2228 -0.1249 -1.4950
C 0.3756 1.0000 2.4590
C -0.2382 1.4017 3.6273
C -1.2372 0.5997 4.1590
C -1.5647 -0.5894 3.5267
C -0.9180 -0.9220 2.3491
N 0.0165 -0.1335 1.8160
H 3.6946 2.0843 0.3365
H 2.5356 2.8826 -0.7130
H 4.7239 1.9757 -2.2258
H 5.0834 0.2819 -4.0137
H 3.5676 -1.7064 -4.1135
H 1.7199 -1.8741 -2.4530
H 0.0899 2.3203 4.0917
H -1.7472 0.8916 5.0672
H -2.3165 -1.2530 3.9280
H -1.1409 -1.8296 1.8030
Se -0.7790 -1.5104 -1.4912
C -2.6099 -1.2627 -1.0631
C -3.5538 -1.8361 -1.9210
C -4.9004 -1.6913 -1.6437
N -5.3843 -1.0291 -0.5937
C -4.4846 -0.4780 0.2100
C -3.1125 -0.5577 0.0255
H -3.2403 -2.3925 -2.7935
H -5.6330 -2.1365 -2.3079
H -4.8776 0.0718 1.0595
H -2.4603 -0.0508 0.7222
*
```

What are the Mulliken partial charges on each atom? They are as follows, in elementary charge units: number 1, Pd, carries 0.7441; number 2, O, carries -0.7158; number 3, C, carries 0.0018; number 4, N, carries -0.2592; number 5, C, carries -0.5038; number 6, C, carries 0.4268; number 7, C, carries -0.7811; number 8, C, carries -0.1455; number 9, C, carries -0.8593; number 10, C, carries -0.1899; number 11, N, carries -0.2196; number 12, C, carries 0.5765; number 13, C, carries -0.2851; number 14, C, carries -0.3076; number 15, C, carries -0.4670; number 16, C, carries -0.6722; number 17, N, carries -0.3497; number 18, H, carries 0.4384; number 19, H, carries 0.2867; number 20, H, carries 0.3949; number 21, H, carries 0.4088; number 22, H, carries 0.3902; number 23, H, carries 0.4862; number 24, H, carries 0.4441; number 25, H, carries 0.4327; number 26, H, carries 0.4271; number 27, H, carries 0.5895; number 28, Se, carries -0.1080; number 29, C, carries 0.1698; number 30, C, carries -0.4826; number 31, C, carries -0.3446; number 32, N, carries -0.5959; number 33, C, carries -0.5390; number 34, C, carries 0.0541; number 35, H, carries 0.3479; number 36, H, carries 0.3335; number 37, H, carries 0.3557; number 38, H, carries 0.5171


(2)
Here is a molecular structure, C24H56N10O14Pb at a distorted geometry from the Open Molecules 2025 dataset. Energies are from wB97M-V/def2-TZVPD.

Calculated values
Molecular weight ... 915.97 g/mol
Lowest unoccupied orbital energy ... 0.357 eV
HOMO energy ... -8.62 eV
Kohn-Sham gap ... 8.97 eV

```
! wB97M-V def2-TZVPD RIJCOSX def2/J DEFGRID3
* xyz 0 1
Pb 0.8897 0.7704 -0.1258
N 4.0147 0.6965 0.4077
O 5.2355 0.7302 0.6610
O 3.5420 0.8012 -0.6870
O 3.2252 0.5100 1.2530
N -2.2857 1.3253 -0.5381
O -1.7275 0.2247 -0.7042
O -3.4889 1.4201 -0.3982
O -1.5251 2.2848 -0.3664
C 2.8818 -2.5588 4.3537
C 2.9258 -1.3038 5.1357
O 3.0750 -1.3686 6.3673
N 2.9694 -0.1486 4.4459
C 2.9074 1.1563 4.9392
H 3.9078 -2.8159 4.0905
H 2.3167 -2.3676 3.4415
H 2.4223 -3.3727 4.9146
H 3.1609 -0.1472 3.4542
H 3.0922 1.8844 4.1493
H 3.5952 1.3983 5.7494
H 1.9247 1.1346 5.4101
C -1.1624 1.6489 3.6163
C -0.5282 0.2934 3.2318
O -0.1656 -0.0181 2.1158
N -0.7682 -0.6705 4.0676
C -0.9081 -0.4725 5.5155
H -1.2395 2.2977 2.7439
H -0.4727 2.1814 4.2713
H -2.1308 1.4700 4.0834
H -0.5215 -1.5913 3.7339
H -0.2794 -1.1903 6.0424
H -1.9080 -0.5657 5.9394
H -0.6091 0.5370 5.7975
C 3.6267 3.8270 1.9387
C 2.1906 3.8618 1.5952
O 1.6649 3.0495 0.7735
N 1.4924 4.8175 2.1358
C 0.0753 5.0667 1.9534
H 3.8665 4.5968 2.6722
H 4.2327 4.0265 1.0549
H 4.0024 2.8530 2.2519
H 1.9958 5.2693 2.8859
H -0.0703 6.0868 1.5982
H -0.4116 5.0267 2.9278
H -0.3917 4.3279 1.3021
C 2.2667 -0.8093 -4.1572
C 1.2677 -1.2617 -3.1252
O 1.0396 -0.5780 -2.1674
N 0.5948 -2.3994 -3.3685
C -0.2877 -3.0019 -2.4438
H 2.8807 -1.5390 -4.6850
H 2.9442 -0.0846 -3.7057
H 1.7829 -0.2184 -4.9350
H 0.6980 -2.9129 -4.2321
H -0.9033 -2.2712 -1.9192
H 0.2574 -3.5421 -1.6698
H -1.0604 -3.5909 -2.9379
C 1.9507 3.1265 -4.1787
C 0.9715 3.2170 -3.0275
O 0.8841 2.2973 -2.2126
N 0.3420 4.4166 -2.9976
C -0.5477 4.7395 -1.9310
H 2.8420 2.6620 -3.7571
H 2.1866 4.1023 -4.6033
H 1.5639 2.4226 -4.9156
H 0.1781 4.9602 -3.8328
H -0.5542 5.8108 -1.7303
H -0.2760 4.3108 -0.9664
H -1.4928 4.2381 -2.1395
C -1.9051 1.3904 -4.1280
C -3.1005 0.4447 -4.3780
O -3.3629 0.0963 -5.5345
N -3.7974 0.0418 -3.3268
C -4.9268 -0.8196 -3.4405
H -2.3068 2.3274 -3.7423
H -1.3669 1.5326 -5.0651
H -1.2351 0.9315 -3.4010
H -3.5297 0.1827 -2.3632
H -5.5135 -0.3500 -4.2300
H -5.5961 -0.8327 -2.5804
H -4.5716 -1.8260 -3.6623
C 0.2542 -3.7124 1.2992
C 1.4475 -2.9621 0.7919
O 1.2212 -1.8110 0.4436
N 2.6511 -3.5979 0.5684
C 3.7314 -3.1040 -0.2639
H 0.6238 -4.6454 1.7248
H -0.3829 -4.0364 0.4763
H -0.2168 -3.3816 2.2248
H 2.7197 -4.5723 0.8252
H 3.7319 -2.0466 0.0005
H 3.6068 -3.2447 -1.3376
H 4.6091 -3.5571 0.1969
C -3.5024 -2.9892 -0.7569
C -3.8222 -4.1809 -1.6067
O -2.9756 -4.9947 -2.0500
N -5.1041 -4.4734 -1.7433
C -6.2849 -3.5996 -1.4759
H -3.8170 -2.0341 -1.1774
H -2.4414 -2.8375 -0.5586
H -4.0253 -3.1043 0.1926
H -5.2133 -5.3429 -2.2455
H -7.0053 -3.6232 -2.2935
H -5.9915 -2.5510 -1.4261
H -6.7702 -3.7931 -0.5192
*
```

Here are the Mulliken charges for atoms 1 to 99, given in e: number 1, Pb, carries 3.7762; number 2, N, carries 0.7226; number 3, O, carries -0.8030; number 4, O, carries -0.6869; number 5, O, carries -0.3241; number 6, N, carries 0.4231; number 7, O, carries -0.2326; number 8, O, carries -0.7181; number 9, O, carries -0.5243; number 10, C, carries -0.4961; number 11, C, carries 0.6128; number 12, O, carries -0.7053; number 13, N, carries 0.2077; number 14, C, carries -0.5726; number 15, H, carries 0.3420; number 16, H, carries -0.1720; number 17, H, carries 0.3250; number 18, H, carries 0.1009; number 19, H, carries -0.0609; number 20, H, carries 0.3409; number 21, H, carries 0.1513; number 22, C, carries -1.3939; number 23, C, carries 0.2716; number 24, O, carries -0.1034; number 25, N, carries -0.0406; number 26, C, carries -1.0975; number 27, H, carries 0.0633; number 28, H, carries 0.4422; number 29, H, carries 0.4174; number 30, H, carries 0.1761; number 31, H, carries 0.3476; number 32, H, carries 0.3319; number 33, H, carries 0.3409; number 34, C, carries -1.3064; number 35, C, carries 0.7521; number 36, O, carries -0.7458; number 37, N, carries -0.1173; number 38, C, carries -0.7322; number 39, H, carries 0.4531; number 40, H, carries 0.2816; number 41, H, carries 0.1014; number 42, H, carries 0.2371; number 43, H, carries 0.3073; number 44, H, carries 0.3375; number 45, H, carries 0.0693; number 46, C, carries -1.4918; number 47, C, carries 0.2122; number 48, O, carries -0.1413; number 49, N, carries -0.0634; number 50, C, carries -0.2433; number 51, H, carries 0.4226; number 52, H, carries 0.2486; number 53, H, carries 0.3484; number 54, H, carries 0.2730; number 55, H, carries -0.4392; number 56, H, carries 0.0619; number 57, H, carries 0.5162; number 58, C, carries -1.1520; number 59, C, carries 0.4787; number 60, O, carries -0.6234; number 61, N, carries -0.1384; number 62, C, carries -0.6973; number 63, H, carries 0.2362; number 64, H, carries 0.3981; number 65, H, carries 0.1776; number 66, H, carries 0.2417; number 67, H, carries 0.3935; number 68, H, carries -0.0439; number 69, H, carries 0.2834; number 70, C, carries -0.2471; number 71, C, carries 0.4812; number 72, O, carries -0.7165; number 73, N, carries 0.0292; number 74, C, carries -1.1489; number 75, H, carries 0.3017; number 76, H, carries 0.3428; number 77, H, carries -0.2094; number 78, H, carries 0.0262; number 79, H, carries 0.4216; number 80, H, carries 0.3102; number 81, H, carries 0.3039; number 82, C, carries -1.1753; number 83, C, carries 0.3405; number 84, O, carries -0.3259; number 85, N, carries -0.1317; number 86, C, carries -0.6487; number 87, H, carries 0.5089; number 88, H, carries 0.2534; number 89, H, carries 0.0338; number 90, H, carries 0.2323; number 91, H, carries 0.0682; number 92, H, carries 0.2099; number 93, H, carries 0.3801; number 94, C, carries -0.0766; number 95, C, carries 0.7621; number 96, O, carries -0.7178; number 97, N, carries -0.1422; number 98, C, carries -0.7183; number 99, H, carries -0.0490


> Look up the Kohn-Sham gap of the second one.

8.97 eV


> Which formula does entry 2 have?

C24H56N10O14Pb


> Look up the Kohn-Sham gap of the first one.

6.86 eV